This record from the OMol25 dataset describes a 2-piece molecular cluster, C13H6N5O7 overall at a distorted geometry. The level of theory is the ωB97M-V functional and the def2-TZVPD basis.

Bonds (Å) are listed after each position.
CARTESIAN COORDINATES (ANGSTROEM)
1 O 2.318 -2.386 1.109  N23 1.217
2 N 1.085 2.470 -1.238  O5 1.252, O20 1.253, C24 1.434
3 O -2.398 -0.485 5.136  N13 1.248
4 O -0.543 -0.785 4.003  N13 1.250
5 O 0.534 2.651 -0.129  N2 1.252
6 C -1.776 -0.344 1.635  C9 1.458, C11 1.386, H19 1.088
7 C 2.923 -0.227 -3.107  C10 1.399, C14 1.442, C18 1.433
8 O -1.790 -0.157 -0.730  C9 1.250
9 C -2.395 -0.017 0.355  C6 1.458, O8 1.250, C16 1.478
10 C 2.275 0.975 -2.802  C7 1.399, H15 1.088, C24 1.428
11 C -2.447 -0.177 2.836  C6 1.386, N13 1.444, C25 1.411
12 N 4.137 -0.583 -5.381  C18 1.169
13 N -1.759 -0.501 4.064  O3 1.248, O4 1.250, C11 1.444
14 C 2.959 -1.246 -2.089  C7 1.442, C28 1.415, N31 1.356
15 H 2.253 1.772 -3.542  C10 1.088
16 C -3.781 0.485 0.469  C9 1.478, H27 1.090, C30 1.382
17 H -5.443 1.012 1.728  C30 1.093
18 C 3.595 -0.454 -4.353  C7 1.433, N12 1.169
19 H -0.760 -0.734 1.637  C6 1.088
20 O 1.160 3.368 -2.109  N2 1.253
21 H 1.269 0.355 0.452  C29 1.086
22 H -4.254 0.425 3.861  C25 1.089
23 N 2.607 -2.095 -0.036  O1 1.217, O26 1.432, C28 1.402
24 C 1.666 1.191 -1.529  N2 1.434, C10 1.428, C29 1.402
25 C -3.770 0.309 2.893  C11 1.411, H22 1.089, C30 1.408
26 O 3.395 -2.977 -0.844  N23 1.432, N31 1.408
27 H -4.282 0.735 -0.465  C16 1.090
28 C 2.333 -0.985 -0.848  C14 1.415, N23 1.402, C29 1.384
29 C 1.694 0.203 -0.535  H21 1.086, C24 1.402, C28 1.384
30 C -4.418 0.635 1.686  C16 1.382, H17 1.093, C25 1.408
31 N 3.611 -2.434 -2.125  C14 1.356, O26 1.408

Output
* net charge: -1
* LUMO level: -0.0031 hartree
* DFT total energy: -1299.162353 Eh
* HOMO-LUMO gap: 3.670 eV
* largest force on an atom: 3.37 eV Å⁻¹
* E_HOMO: -3.75 eV
* relative energy (zero: lowest compared OMol25 entry of this formula, charge and spin): 11.3 kJ/mol